The following is a quantum chemistry calculation of the molecule C4H8ClN in a non-equilibrium geometry, from the Open Molecules 2025 dataset.

Geometry as XYZ:
```
14
Properties=species:S:1:pos:R:3:forces:R:3
C 1.13865 -0.65803 -0.65293 0.320 1.696 -3.053
C -0.26411 -0.26115 -0.25228 -1.008 -0.891 1.479
C -0.88201 -1.13441 0.85208 -0.979 0.769 -0.804
C -1.69332 -0.89690 -0.41454 3.120 -1.401 -0.972
H 1.97617 -0.76994 1.16013 0.496 0.190 -0.667
H 2.12207 0.69137 0.50500 0.270 -0.909 -0.488
H 1.34688 -0.11797 -1.63049 0.003 -0.592 0.944
H 1.23684 -1.69738 -0.90102 -0.420 -0.704 0.057
H -1.08212 -0.50479 1.66616 -0.795 0.388 1.282
H -0.67785 -2.17867 1.12244 0.661 0.616 -0.469
H -2.55183 -0.28222 -0.52383 -0.365 0.598 0.199
H -1.65567 -1.77346 -1.11110 -0.281 0.840 0.701
N 2.22054 -0.31797 0.25444 -1.070 0.682 1.767
Cl -0.35609 1.56246 0.04339 0.047 -1.284 0.024
```
Positions in Å, forces in eV/Å.

structure (SMILES): NCC1(Cl)CC1
HOMO level: -9.909 eV
energy above the lowest of the compared OMol25 structures with the same formula, charge and spin: 22.70 kcal per mole